Record 1
Entry from the OMol25 dataset: a molecular structure, C47H32Cl5MnN3O6P2 (ωB97M-V/def2-TZVPD).

Calculated values
<S²> ... 8.7568
Lowest unoccupied orbital energy (spin up / spin down) ... 4.1 / 4.1 eV
Largest force on an atom ... 2.80 eV/Å
Energy relative to the best compared isomer or geometry (same formula, charge and spin) ... 1.138 eV
Spin multiplicity ... 6
Total charge ... -2

```
96
Properties=species:S:1:pos:R:3:lowdin_spin:R:1
Mn -0.54 0.17 -0.02 4.56
C 2.05 -0.61 1.88 0.00
P 0.44 0.15 2.43 0.04
C 1.10 1.64 3.29 0.01
C 1.73 2.60 2.49 0.00
C 2.28 3.74 3.06 0.00
C 2.21 3.95 4.43 0.00
C 1.57 3.02 5.23 0.00
C 1.02 1.87 4.66 0.00
C -0.20 -0.89 3.79 0.01
C 0.28 -2.15 4.11 0.00
C -0.41 -2.97 5.01 0.00
C -1.58 -2.54 5.60 0.00
C -2.08 -1.28 5.29 0.00
C -1.40 -0.47 4.38 0.00
C 2.45 -0.03 0.53 0.01
C 3.69 0.11 -0.06 0.01
C 3.46 0.57 -1.39 0.00
C 2.08 0.69 -1.53 0.01
C 1.23 1.07 -2.74 0.00
P -0.42 1.77 -2.23 0.03
C -1.33 1.85 -3.83 0.01
C -2.71 1.68 -3.80 0.00
C -3.47 1.73 -4.97 0.00
C -2.84 1.95 -6.19 0.00
C -1.46 2.13 -6.23 0.00
C -0.71 2.09 -5.06 0.00
C 0.04 3.57 -2.09 0.00
C -0.92 4.56 -2.32 0.00
C -0.66 5.90 -2.04 0.00
C 0.57 6.27 -1.51 0.00
C 1.53 5.30 -1.27 0.00
C 1.27 3.96 -1.55 0.00
N 1.47 0.34 -0.36 0.03
H 1.86 -1.68 1.77 0.00
H 2.83 -0.45 2.63 0.00
H 1.76 2.45 1.41 0.00
H 2.77 4.47 2.42 0.00
H 2.64 4.84 4.87 0.00
H 1.49 3.18 6.30 0.00
H 0.53 1.14 5.30 0.00
H 1.19 -2.51 3.64 0.00
H -0.02 -3.96 5.23 0.00
H -2.12 -3.18 6.29 0.00
H -3.00 -0.93 5.73 0.00
H -1.81 0.50 4.11 0.00
H 4.65 -0.11 0.39 0.00
H 4.20 0.77 -2.15 0.00
H 1.01 0.19 -3.34 0.00
H 1.76 1.79 -3.36 0.00
H -3.19 1.47 -2.85 0.00
H -4.54 1.58 -4.92 0.00
H -3.42 1.98 -7.10 0.00
H -0.97 2.31 -7.18 0.00
H 0.36 2.25 -5.11 0.00
H -1.90 4.28 -2.71 0.00
H -1.43 6.64 -2.21 0.00
H 0.77 7.31 -1.27 0.00
H 2.49 5.58 -0.85 0.00
H 2.02 3.21 -1.34 0.00
Cl 0.38 -6.35 -2.42 0.00
C -0.12 -4.68 -2.31 0.00
C -0.74 -4.07 -3.37 0.00
Cl -1.04 -4.95 -4.85 0.00
C -1.15 -2.71 -3.26 0.00
Cl -1.92 -1.91 -4.60 0.00
C -0.95 -1.98 -2.10 0.00
O -1.32 -0.73 -1.93 0.05
C -0.29 -2.62 -0.98 0.00
O -0.13 -1.92 0.09 0.05
C 0.12 -3.95 -1.12 0.00
Cl 0.93 -4.69 0.24 0.00
O -5.17 3.68 0.74 0.00
C -5.49 2.43 0.57 0.00
O -6.65 2.09 0.45 0.00
C -4.40 1.37 0.54 0.00
C -4.68 0.03 0.42 0.01
Cl -6.20 -0.74 0.34 0.00
N -3.55 -0.65 0.49 0.01
N -2.51 0.14 0.65 0.03
C -2.96 1.38 0.63 0.02
C -1.91 2.53 0.76 0.01
O -2.31 3.68 0.95 0.00
O -0.73 2.21 0.65 0.05
C -3.34 -2.08 0.46 0.00
C -3.95 -2.86 -0.51 0.00
C -3.71 -4.22 -0.54 0.00
C -2.85 -4.80 0.38 0.00
C -2.23 -4.01 1.33 0.00
C -2.48 -2.65 1.37 0.00
H -4.14 3.84 0.85 0.00
H -4.58 -2.39 -1.25 0.00
H -4.17 -4.83 -1.32 0.00
H -2.63 -5.87 0.33 0.00
H -1.54 -4.45 2.04 0.00
H -1.99 -2.02 2.11 0.00
```

***

Record 2
Entry from the OMol25 dataset: a molecular structure, C47H34As2N8O7S4W (ωB97M-V/def2-TZVPD).

Calculated values
<S²> ... 2.0215
Lowest unoccupied orbital energy (spin up / spin down) ... -0.9 / -1.1 eV
Largest force on an atom ... 2.03 eV/Å
Energy relative to the best compared isomer or geometry (same formula, charge and spin) ... 2.870 eV
Spin multiplicity ... 3
Total charge ... 0

```
103
Properties=species:S:1:pos:R:3:lowdin_spin:R:1
W -0.66 0.84 -0.59 1.58
S -2.46 1.61 1.07 0.04
C -1.59 2.30 2.41 0.01
C -2.17 2.36 3.68 0.00
C -1.48 2.91 4.75 0.00
C -2.09 2.92 6.04 0.00
N -2.61 2.91 7.07 0.00
C -0.18 3.41 4.56 0.00
C 0.39 3.37 3.29 0.00
C -0.30 2.81 2.22 0.01
S 0.43 2.75 0.63 0.05
C 0.58 3.95 5.65 0.00
N 1.21 4.37 6.51 0.00
H -3.17 1.97 3.83 0.00
H 1.39 3.76 3.14 0.00
N -1.91 4.33 -0.85 0.01
C -2.27 3.45 -1.80 0.01
N -2.07 2.15 -1.77 0.00
C -2.72 1.53 -2.83 0.00
C -3.31 2.36 -3.72 0.00
S -3.14 3.99 -3.19 0.00
C -2.79 0.08 -2.77 0.00
C -3.81 -0.64 -3.26 0.03
S -3.67 -2.32 -2.82 0.01
C -2.05 -1.99 -2.05 0.01
N -1.83 -0.55 -2.00 0.05
N -0.32 -2.98 -1.28 0.00
H -1.15 4.02 -0.24 0.00
H -1.88 5.30 -1.11 0.00
H -3.85 2.10 -4.61 0.00
H -4.69 -0.26 -3.76 0.00
H 0.08 -3.89 -1.04 0.00
H 0.39 -2.15 -1.28 0.00
O 2.08 -1.97 -3.34 0.00
C 1.71 -0.95 -2.77 0.00
O 0.99 -0.95 -1.70 0.04
C 2.11 0.40 -3.28 0.01
C 3.12 0.44 -4.22 0.00
C 3.57 1.66 -4.71 0.01
C 3.01 2.84 -4.29 0.00
C 1.97 2.81 -3.37 0.01
C 1.48 1.59 -2.82 0.00
O 0.51 1.55 -1.96 0.05
N 1.42 4.12 -3.02 0.00
O 1.96 5.11 -3.47 0.01
O 0.45 4.16 -2.28 0.00
N 4.66 1.69 -5.69 0.00
O 5.03 2.78 -6.08 0.00
O 5.11 0.63 -6.06 0.00
H 3.56 -0.49 -4.55 0.00
H 3.35 3.78 -4.68 0.00
C 0.35 -0.69 2.64 0.00
C -0.52 -1.86 2.19 0.00
As -1.63 -1.24 0.69 0.02
C -1.67 -2.67 -0.67 0.00
C -0.91 -2.87 -2.67 0.00
C -1.33 -4.21 -3.18 0.00
C -1.97 -5.14 -2.47 0.00
C -2.45 -5.02 -1.08 0.00
C -2.36 -3.94 -0.29 0.00
C -3.42 -1.39 1.42 0.01
C -3.61 -1.11 2.77 0.00
C -4.89 -1.14 3.31 0.00
C -5.98 -1.44 2.50 0.00
C -5.79 -1.70 1.16 0.00
C -4.51 -1.67 0.61 0.00
As 1.37 -0.24 1.02 0.01
C 2.81 0.94 1.56 0.00
C 2.98 1.36 2.87 0.00
C 4.04 2.20 3.19 0.00
C 4.92 2.62 2.21 0.00
C 4.75 2.19 0.90 0.00
C 3.69 1.35 0.57 0.00
C 2.48 -1.90 1.05 0.00
C 3.06 -2.20 2.28 0.00
C 3.86 -3.31 2.45 0.00
C 4.11 -4.16 1.38 0.00
C 3.57 -3.86 0.14 0.00
C 2.76 -2.73 -0.03 0.00
H 0.99 -0.96 3.47 0.00
H -0.25 0.17 2.93 0.00
H -1.18 -2.22 2.98 0.00
H 0.09 -2.70 1.87 0.00
H -0.22 -2.37 -3.34 0.00
H -1.09 -4.42 -4.22 0.00
H -2.21 -6.07 -2.96 0.00
H -2.94 -5.89 -0.68 0.00
H -2.79 -3.99 0.70 0.00
H -2.78 -0.83 3.41 0.00
H -5.03 -0.91 4.36 0.00
H -6.98 -1.45 2.93 0.00
H -6.63 -1.92 0.52 0.00
H -4.38 -1.87 -0.45 0.00
H 2.29 1.05 3.65 0.00
H 4.17 2.53 4.22 0.00
H 5.73 3.28 2.46 0.00
H 5.43 2.52 0.12 0.00
H 3.56 1.03 -0.46 0.00
H 2.92 -1.53 3.13 0.00
H 4.30 -3.52 3.42 0.00
H 4.73 -5.03 1.51 0.00
H 3.78 -4.48 -0.71 0.00
H 2.40 -2.52 -1.02 0.00
```